The following is a DFT calculation (ωB97M-V/def2-TZVPD) of the ion C9H8N3O3 with charge +1 at a distorted geometry.

Its charge is +1. For the calculated total energy, the calculation gives -20063.1912 eV. The value obtained for the LUMO energy is -5.24 eV. Its highest occupied orbital energy is -14.8 eV. The molecular weight is 206.18 Da. For the largest force on an atom, the calculation gives 3.5 eV Å⁻¹. As for the SMILES: CC(=O)[C@](C#N)([N+](=O)[O-])[n+]1ccccc1. The orbital gap is 9.51 eV. For the energy relative to the best compared isomer or geometry (same formula, charge and spin), the calculation gives 18.80 kcal per mole.

```
23
Properties=species:S:1:pos:R:3:forces:R:3:nbo_charge:R:1
C -2.81618 1.60982 0.24627 -2.2 2.6 -1.1 -0.791
C -1.35005 1.33472 0.18431 -0.2 -1.6 -0.5 0.625
O -0.44861 2.09026 0.35306 -0.4 0.5 0.1 -0.465
C -0.89319 -0.17682 -0.24644 0.7 0.4 0.8 0.005
C -1.39684 -0.47119 -1.56046 0.4 0.2 0.8 0.187
N -1.87044 -0.70001 -2.56770 -0.5 -0.3 -1.3 -0.142
N -1.59020 -1.21416 0.70919 2.1 -0.6 0.2 0.548
O -2.70327 -0.98984 1.05544 -0.5 0.0 0.0 -0.286
O -0.86012 -2.13459 1.01960 -0.7 0.3 -0.1 -0.329
N 0.61975 -0.30775 -0.15191 -1.3 -0.5 0.1 -0.290
C 1.32739 -0.93985 -1.13687 -0.2 0.8 -0.4 0.119
C 2.72215 -0.99351 -1.06858 -2.1 1.3 2.3 -0.222
C 3.36549 -0.50583 0.07843 -2.7 0.1 0.1 -0.036
C 2.56584 0.15344 1.05447 2.7 -0.5 2.1 -0.236
C 1.22141 0.19044 0.99238 -1.9 0.1 -0.8 0.111
H -3.24390 1.65483 1.25867 0.8 0.1 0.1 0.297
H -3.67633 1.01363 -0.24615 2.3 0.5 0.1 0.297
H -2.85485 2.71962 -0.15468 -0.2 -2.1 0.8 0.282
H 0.78195 -1.33820 -2.05263 0.6 0.7 1.5 0.276
H 3.14502 -1.31448 -1.93813 1.7 -1.3 -1.8 0.253
H 4.34885 -0.76471 0.34379 1.4 0.2 -0.2 0.254
H 3.06708 0.48944 2.03992 -0.9 -0.5 -1.9 0.275
H 0.53905 0.59474 1.78801 1.1 -0.5 -1.0 0.269
```
Forces are in eV/Å.